Entry 1:
Molecular formula: C6H7N
Method: DFT, wB97M-V/def2-TZVPD

Geometry as XYZ:
```
14
Properties=species:S:1:pos:R:3:forces:R:3:mulliken_charge:R:1
C 1.49122 0.52239 -2.03557 -0.6 -0.5 0.1 -0.734
C 0.23653 0.20124 -1.61386 0.3 1.2 0.4 -0.372
C -0.23674 0.16423 -0.23080 -0.5 -4.5 0.0 0.078
C -1.25010 -0.73728 0.20225 -0.4 0.6 0.7 -0.320
C -1.26882 -0.76744 1.60774 1.2 0.9 0.6 -0.531
C -0.23349 0.08012 2.03065 -1.0 -1.3 -0.2 -0.305
N 0.44823 0.42822 0.92974 1.0 2.5 -0.8 -0.052
H 2.33668 0.00727 -1.60442 0.4 1.0 1.0 0.285
H 1.69152 1.16001 -2.88721 -0.2 -0.9 -0.7 0.246
H -0.57644 0.04205 -2.32324 -0.1 1.0 0.0 0.304
H -1.97486 -1.31301 -0.33791 0.1 0.1 -0.8 0.385
H -1.80907 -1.34731 2.34046 -0.6 0.1 -0.4 0.378
H -0.10611 0.51621 3.00835 0.6 -0.2 0.0 0.388
H 1.25145 1.04327 0.91383 -0.2 0.1 0.1 0.249
```
Positions in Å, forces in eV/Å.

As for the SMILES: C=Cc1ccc[nH]1. As for the net charge: 0. Its HOMO-LUMO gap is 8.2 eV. For the HOMO energy, the calculation gives -7.550 eV. For the LUMO energy, the calculation gives 0.609 eV. The value obtained for the total energy is -7823.32036 eV. The value obtained for the maximum force is 4.49 eV/Å.


Entry 2:
Molecular formula: C8H19BiClINO2P
Method: DFT, wB97M-V/def2-TZVPD

Geometry as XYZ:
```
34
Properties=species:S:1:pos:R:3:forces:R:3:mulliken_charge:R:1
C -0.44398 -3.41792 -2.08338 -1.2 -2.4 -1.6 -1.265
I 1.87015 -1.96006 -2.96421 1.2 -0.6 -0.9 0.150
H -1.51364 -3.44945 -1.69133 1.0 0.0 -0.8 0.329
H 0.11365 -4.29100 -1.69225 -0.1 0.7 0.1 0.480
H -0.36222 -3.44491 -3.22279 -0.6 0.3 1.6 0.499
Bi -0.15608 -1.53798 -0.90724 -1.9 3.0 2.4 1.225
P -0.03496 0.92684 -2.25559 -1.9 1.6 -0.5 0.631
C 1.45326 1.54593 -3.10702 0.8 -0.5 0.4 -0.959
C -1.29855 0.64851 -3.56643 0.5 -0.3 0.6 -1.112
H -1.51654 2.02621 -0.56344 0.6 0.1 -0.6 0.332
H -1.00639 3.24729 -1.81060 0.4 -1.1 0.2 0.415
H 0.15495 2.66912 -0.53754 -0.5 -0.2 -0.5 0.343
C -0.67103 2.35274 -1.21340 0.1 -0.2 0.6 -1.040
H -2.27275 0.44530 -3.12942 0.0 0.1 0.1 0.392
H -1.33623 1.54303 -4.17356 0.0 0.3 -0.2 0.448
H 1.26336 2.19140 -3.98787 -0.4 -0.4 0.5 0.399
H 2.04918 0.68271 -3.44937 -0.2 0.5 -0.1 0.196
H -1.01532 -0.19592 -4.18675 0.1 -0.1 -0.2 0.366
H 2.07981 2.09739 -2.39015 -0.3 -0.1 -0.2 0.349
C 2.24689 0.26273 -0.17864 1.8 0.1 0.3 0.107
O 3.34950 0.27900 0.07188 -1.4 0.0 -0.2 -0.143
Cl -2.78317 -1.13995 -0.52218 2.0 -0.3 -0.5 -0.405
C 0.50733 1.12175 3.75490 0.0 0.5 0.1 -0.700
N -0.06393 -0.20828 3.83923 -0.2 -1.8 -2.2 0.072
C -0.41125 -0.77038 5.14433 -0.2 -0.2 0.7 -0.764
C -0.18660 -0.92962 2.68443 -0.1 1.4 2.6 -0.005
O 0.09543 -0.40308 1.58560 0.1 -0.7 -1.0 -0.474
H 0.60839 1.48564 4.78700 0.1 0.1 -0.6 0.302
H -0.16515 1.78316 3.18730 0.3 -0.1 0.2 0.254
H 1.49140 1.07768 3.26321 -0.3 0.1 0.2 0.253
H -1.49233 -0.98308 5.23596 0.5 0.1 -0.2 0.327
H 0.16556 -1.68527 5.36956 -0.2 0.4 -0.2 0.335
H -0.15670 -0.00685 5.89940 -0.2 -0.5 -0.3 0.261
H -0.56206 -1.96267 2.81036 0.1 0.4 -0.1 0.400
```
Positions in Å, forces in eV/Å.

As for the net charge: +2. Its HOMO-LUMO gap (alpha / beta) is 5.1 / 4.7 eV. For the HOMO energy (alpha / beta), the calculation gives -15.671 / -15.623 eV. For the LUMO energy (alpha / beta), the calculation gives -10.531 / -10.967 eV. The value obtained for the total energy is -49922.23734 eV. The value obtained for the maximum force is 4.29 eV/Å.


Entry 3:
Molecular formula: C6H4O
Method: DFT, wB97M-V/def2-TZVPD

Geometry as XYZ:
```
11
Properties=species:S:1:pos:R:3:forces:R:3:mulliken_charge:R:1
C 2.00400 -1.09333 0.71264 -0.2 0.5 -0.1 0.025
C 1.26545 -0.15249 0.55264 1.1 0.0 0.3 -0.511
C 0.94504 1.29766 0.50390 0.5 0.4 0.2 0.799
O 1.71121 2.03891 1.06229 -0.4 0.1 -0.2 -0.468
C -0.28037 1.60577 -0.22308 -0.4 -0.6 -0.1 -0.373
C -1.18017 0.85636 -0.54502 0.5 0.2 0.2 0.097
C -1.69230 -0.49733 -0.63449 0.0 -0.2 0.0 -0.672
H 2.79635 -1.78128 0.90558 -0.3 -0.3 -0.1 0.406
H -2.59864 -0.67361 -0.05291 0.1 0.0 -0.2 0.273
H -0.82021 -0.99970 -0.15110 -0.7 -0.3 -0.3 0.160
H -1.79522 -0.86928 -1.65549 -0.1 0.1 0.1 0.265
```
Positions in Å, forces in eV/Å.

As for the SMILES: C#CC(=O)C#CC. As for the net charge: 0. Its HOMO-LUMO gap is 10.3 eV. For the HOMO energy, the calculation gives -10.348 eV. For the LUMO energy, the calculation gives -0.025 eV. The value obtained for the total energy is -8328.71009 eV. The value obtained for the maximum force is 1.10 eV/Å.


Entry 4:
Molecular formula: C42H37AsN7O3PtS
Method: DFT, wB97M-V/def2-TZVPD

Geometry as XYZ:
```
92
Properties=species:S:1:pos:R:3:forces:R:3:mulliken_charge:R:1
Pt -0.06844 0.22233 0.12266 0.0 0.2 -0.1 0.999
C 0.74410 -0.22302 -4.06958 0.0 0.0 0.0 -1.506
C 0.67471 -0.28802 -2.58272 -0.1 -0.1 0.0 1.424
N -0.28327 0.20991 -1.86987 0.0 0.1 0.2 0.150
N -1.35825 0.83745 -2.46101 0.1 0.2 0.0 -0.829
C -2.64713 0.47404 -2.17496 -0.1 -0.4 -0.1 0.471
N -3.56720 1.23544 -2.77880 0.0 0.1 0.0 -0.460
S -3.05698 -0.84081 -1.23536 0.3 0.2 0.1 -0.359
C 1.66677 -0.99711 -1.78305 0.0 -0.1 -0.1 0.652
C 2.67302 -1.68518 -2.37575 0.0 0.1 0.1 -0.796
C 3.56842 -2.41594 -1.53408 0.0 0.0 0.0 -0.728
C 3.36819 -2.44316 -0.20929 0.0 0.0 0.1 -1.469
C 2.20309 -1.78862 0.43516 0.1 0.1 0.0 -0.191
N 1.44508 -0.96745 -0.42485 -0.2 -0.1 0.0 -0.263
H 0.13216 0.56654 -4.49491 0.0 0.0 0.0 0.428
H 1.77107 -0.04637 -4.38218 0.0 0.0 0.0 0.446
H 0.42058 -1.17312 -4.49826 0.0 0.0 0.0 0.362
H -1.15193 1.50812 -3.18505 0.0 0.1 0.1 0.293
H -3.34251 2.01862 -3.37110 0.0 0.0 0.0 0.191
H -4.53296 0.96930 -2.68523 0.0 0.0 0.0 0.229
H 2.82793 -1.64360 -3.44154 0.0 0.0 0.0 0.376
H 4.42450 -2.91810 -1.96503 0.0 0.0 0.0 0.485
H 4.06452 -2.94090 0.45147 0.0 0.0 0.0 0.554
H 2.53152 -1.22091 1.30947 0.0 -0.1 0.0 0.605
C -5.75879 0.73987 11.23742 -0.1 0.0 0.0 -0.838
O -4.37747 1.18322 11.17324 0.1 0.0 -0.1 -0.344
C -3.81542 1.52226 10.06277 0.0 0.0 0.1 0.916
C -4.48298 1.48940 8.79254 0.0 0.0 0.0 -0.554
C -3.82438 1.89535 7.68434 -0.1 -0.1 0.1 -0.532
C -2.46628 2.35400 7.78264 0.1 0.2 -0.1 0.507
C -1.81267 2.38004 9.06402 0.0 0.0 0.1 -0.111
C -2.46315 1.96239 10.17028 0.0 0.0 0.0 -0.780
N -1.76367 2.82771 6.77586 0.3 -0.2 0.1 -0.777
N -2.19164 3.02017 5.61475 -0.7 0.3 -0.1 0.006
C -1.98533 2.64531 4.41519 0.4 -0.2 0.0 0.326
C -2.66301 3.41280 3.36562 0.1 0.0 0.1 -0.525
C -2.52303 3.11558 2.07107 0.1 0.0 -0.1 -1.004
C -1.64315 2.03561 1.66609 0.0 0.1 0.1 0.900
O -1.48240 1.72708 0.48224 0.0 -0.3 -0.1 -0.788
C -0.89614 1.28743 2.68555 0.1 0.0 0.0 0.397
N -0.03186 0.36634 2.20074 -0.1 -0.1 0.0 -0.542
C 0.64492 -0.36542 3.08515 0.0 0.0 0.0 0.185
C 0.52052 -0.17668 4.45771 0.0 0.0 0.0 -1.654
C -0.33687 0.78464 4.94921 0.0 -0.1 0.0 -0.152
C -1.07605 1.53737 4.03830 -0.1 0.1 0.0 0.910
H -5.93125 0.52105 12.28418 0.0 0.0 0.0 0.252
H -5.88594 -0.15920 10.63828 0.0 0.0 0.0 0.378
H -6.41583 1.54168 10.90717 0.0 0.0 0.0 0.387
H -5.51225 1.16937 8.73227 0.0 0.0 0.0 0.478
H -4.32807 1.90776 6.72609 0.0 0.0 0.0 0.434
H -0.79749 2.75170 9.10909 0.0 0.0 0.0 0.498
H -2.00893 1.97367 11.15108 0.0 0.0 0.0 0.474
H -3.28866 4.23071 3.69775 0.0 0.0 0.0 0.527
H -3.02445 3.66884 1.28899 0.0 0.0 0.0 0.500
H 1.29334 -1.13041 2.69342 0.0 -0.1 0.0 0.577
H 1.10977 -0.79117 5.12320 0.0 0.0 0.0 0.507
H -0.43177 0.93847 6.01500 0.0 0.0 0.0 0.501
O 1.31503 -2.81250 1.13545 0.0 0.1 -0.2 0.145
As 1.16268 -4.50238 0.70415 0.0 0.1 0.0 1.749
C -0.16618 -5.04216 1.94939 0.0 0.0 0.0 0.405
C -0.02061 -6.21053 2.68685 0.0 0.0 0.0 -0.364
C -1.05017 -6.61378 3.52692 0.0 0.0 0.0 -0.815
C -2.20817 -5.85683 3.61614 0.0 0.0 0.0 -0.537
C -2.35010 -4.69323 2.86752 0.0 0.0 0.0 -0.779
C -1.33064 -4.27980 2.02715 0.0 0.0 0.0 -0.583
C 0.45154 -4.69067 -1.04963 0.0 0.0 0.0 0.636
C 0.53884 -5.91029 -1.71961 0.0 0.0 0.0 -0.453
C -0.11538 -6.06665 -2.93115 0.0 0.0 0.0 -0.839
C -0.87636 -5.02786 -3.45115 0.0 0.0 0.0 -0.754
C -0.99647 -3.83335 -2.75507 0.0 0.0 0.0 -0.603
C -0.32915 -3.65612 -1.55265 0.0 0.0 0.0 -0.109
C 2.78857 -5.42901 1.02438 0.0 0.0 0.0 0.340
C 3.53821 -5.97665 -0.01234 0.1 0.1 0.0 -0.255
C 4.72929 -6.62249 0.28313 0.0 0.0 0.0 -0.868
C 5.16828 -6.70780 1.59748 0.0 0.0 0.0 -0.544
C 4.42345 -6.14598 2.62706 0.0 0.0 0.0 -0.866
C 3.22724 -5.50618 2.34536 0.0 0.0 0.0 -0.774
H 0.87674 -6.81105 2.60643 0.0 0.0 0.0 0.439
H -0.94919 -7.52434 4.10133 0.0 0.0 0.0 0.438
H -3.01215 -6.18371 4.26185 0.0 0.0 0.0 0.420
H -3.26659 -4.12085 2.92365 0.0 0.0 0.0 0.454
H -1.44658 -3.38443 1.42597 0.0 0.0 0.0 0.439
H 1.08391 -6.74606 -1.30085 0.1 0.0 0.0 0.580
H -0.04807 -7.00836 -3.45839 0.0 0.0 0.0 0.458
H -1.39926 -5.16455 -4.38826 0.0 0.0 0.0 0.440
H -1.63775 -3.04570 -3.12878 0.0 0.0 0.0 0.497
H -0.45217 -2.73618 -0.99578 0.0 0.1 0.0 0.155
H 3.22426 -5.87745 -1.04225 -0.1 0.0 0.0 0.551
H 5.31792 -7.05405 -0.51486 0.0 0.0 0.0 0.462
H 6.09833 -7.21265 1.82127 0.0 0.0 0.0 0.432
H 4.77358 -6.21106 3.64813 0.0 0.0 0.0 0.438
H 2.64386 -5.07179 3.14920 0.0 0.0 0.0 0.542
```
Positions in Å, forces in eV/Å.

As for the net charge: +3. Its HOMO-LUMO gap (alpha / beta) is 4.6 / 4.6 eV. For the HOMO energy (alpha / beta), the calculation gives -14.041 / -14.042 eV. For the LUMO energy (alpha / beta), the calculation gives -9.479 / -9.480 eV. The value obtained for the total energy is -135622.37151 eV. The value obtained for the maximum force is 0.75 eV/Å.


Entry 5:
Molecular formula: C7H9N4
Method: DFT, wB97M-V/def2-TZVPD

Geometry as XYZ:
```
20
Properties=species:S:1:pos:R:3:forces:R:3:mulliken_charge:R:1
C 3.06094 -0.04174 1.00482 -0.4 -2.2 2.5 -0.476
C 1.94217 -0.79313 0.73271 -1.3 -1.4 -0.1 -0.218
N 1.31002 -0.19982 -0.35596 -1.3 -1.1 -1.4 0.089
C 0.03141 -0.81100 -1.19957 4.1 -1.4 3.0 -0.559
N -1.17017 -0.34434 -0.52210 0.9 2.7 -1.3 0.264
C -2.23933 -0.91460 0.03339 -3.3 -2.7 1.4 -0.164
C -2.91519 0.04076 0.75038 2.6 -0.7 -1.9 -0.372
N -2.26040 1.19164 0.58956 0.6 3.3 -1.0 -0.075
C -1.24911 0.99637 -0.27630 0.0 -0.8 1.8 -0.307
C 2.12439 0.84816 -0.66429 0.7 -1.2 2.1 -0.217
N 3.14104 0.94524 0.16496 -0.3 2.4 -2.6 -0.541
H 3.79282 -0.09722 1.81744 -0.5 -0.5 -0.4 0.380
H 1.46169 -1.71716 1.04683 0.6 0.3 0.6 0.378
H 0.20213 -0.56860 -2.21907 -0.5 1.0 -0.7 0.280
H 0.22080 -1.93284 -1.16175 -0.9 1.4 0.4 0.389
H -2.72334 -1.93924 -0.08007 1.7 1.3 -0.1 0.361
H -3.76860 0.10100 1.25290 -3.5 -0.7 2.0 0.524
H -2.59520 2.16701 0.93778 1.0 -2.4 -0.8 0.333
H -0.42463 1.65816 -0.36448 0.4 0.5 -0.5 0.412
H 2.05857 1.41133 -1.48717 -0.7 2.1 -3.0 0.517
```
Positions in Å, forces in eV/Å.

As for the SMILES: c1cn(C[n+]2cc[nH]c2)cn1. As for the net charge: +1. Its HOMO-LUMO gap is 7.9 eV. For the HOMO energy, the calculation gives -11.992 eV. For the LUMO energy, the calculation gives -4.049 eV. The value obtained for the total energy is -13356.60378 eV. The value obtained for the maximum force is 5.31 eV/Å.


Entry 6:
Molecular formula: C5H8N2
Method: DFT, wB97M-V/def2-TZVPD

Geometry as XYZ:
```
15
Properties=species:S:1:pos:R:3:forces:R:3:mulliken_charge:R:1
C 2.17176 0.16813 0.26689 -0.1 0.0 0.1 -0.495
N 0.88176 -0.12495 0.24131 0.2 0.1 -0.1 0.218
C 0.30469 -1.41660 0.37109 -0.1 0.0 0.1 -0.661
C -1.02938 -1.24288 0.37663 0.1 -0.1 -0.1 -0.428
C -1.27289 0.18272 0.09978 0.1 0.0 0.0 0.563
N -2.54194 0.70036 -0.09508 0.1 0.0 -0.2 -0.509
C -0.08397 0.85492 -0.00158 -0.2 -0.2 0.2 -0.413
H 1.82531 1.46065 -1.17918 -0.1 0.0 0.0 0.235
H 2.49165 1.11654 0.67387 -0.1 -0.1 -0.1 0.394
H 2.88793 -0.64640 0.19332 -0.1 0.1 0.0 0.236
H 0.92096 -2.27945 0.58848 -0.1 0.1 -0.1 0.352
H -1.77616 -2.02483 0.45227 0.1 0.1 0.0 0.364
H -3.21587 0.05857 -0.48969 0.1 0.1 0.1 0.241
H -2.53763 1.59487 -0.56842 0.0 -0.1 0.1 0.244
H 0.97378 1.59833 -0.92970 0.2 0.0 0.0 -0.341
```
Positions in Å, forces in eV/Å.

As for the net charge: 0. Its HOMO-LUMO gap (alpha / beta) is 7.1 / 7.1 eV. For the HOMO energy (alpha / beta), the calculation gives -7.606 / -7.605 eV. For the LUMO energy (alpha / beta), the calculation gives -0.501 / -0.502 eV. The value obtained for the total energy is -8289.31043 eV. The value obtained for the maximum force is 0.29 eV/Å.


Q: Which value of maximum force does entry 3 give?
A: 1.10 eV/Å